Entry 1:
C6H14N3 as an isolated structure. Source: the OMol25 dataset; level of theory: ωB97M-V/def2-TZVPD.

XYZ file:
```
23
Properties=species:S:1:pos:R:3
H -1.62 -2.38 -0.97
H -2.49 -0.84 -0.72
C -0.19 0.67 -0.05
H 2.85 2.13 0.36
C 1.81 1.94 -0.21
N -0.56 -0.83 0.01
H 2.10 2.18 -1.34
C 1.70 -0.58 -0.35
H 2.81 -0.77 -0.53
C -1.50 -1.28 -1.10
H -0.44 2.11 1.36
H 1.25 2.72 0.21
H 0.51 -2.48 -0.65
H -0.51 -2.29 1.50
H -1.89 -1.21 1.78
H -1.88 1.77 0.46
H -0.44 -0.58 1.98
N -0.84 1.65 0.60
C -0.86 -1.27 1.40
H -0.41 1.07 -1.39
N 1.26 0.68 0.06
H -1.37 -0.91 -2.09
C 0.72 -1.49 -0.33
```

Its orbital gap is 0.3606 Ha. The value obtained for the energy relative to the best compared isomer or geometry (same formula, charge and spin) is 368.17 kJ/mol. Its total charge is +1. The LUMO energy is -2.690 eV.

Atom charges from the natural (NBO) analysis, given in e for atoms 1 to 6: number 1, H, carries 0.236; number 2, H, carries 0.219; number 3, C, carries 0.365; number 4, H, carries 0.234; number 5, C, carries -0.432; number 6, N, carries -0.269

Entry 2:
A 5-piece molecular cluster, C31H55BrCl2FN8O5 overall. Source: the OMol25 dataset; level of theory: ωB97M-V/def2-TZVPD.

XYZ file:
```
103
Properties=species:S:1:pos:R:3
C -1.71 1.33 -2.84
C -0.92 1.62 0.65
C 5.02 2.11 -5.52
C 1.26 -3.33 -1.46
H -0.49 3.97 -3.80
O -3.32 -5.69 -2.17
H -0.34 5.67 -4.30
H -7.23 -6.42 -3.65
H 0.08 1.99 -5.90
H -3.59 -0.90 2.84
H 1.74 -4.39 -1.28
H -1.89 5.06 -3.66
H 4.61 1.08 9.11
H -2.15 -2.62 4.47
H -1.29 7.28 -2.55
H -1.37 6.64 -0.88
H 1.86 -2.56 -2.11
C -0.09 -3.08 -0.90
O 0.63 4.81 -0.26
C -3.46 -2.04 2.64
N -0.91 -1.84 -1.16
O -3.37 -1.32 -1.26
C -5.39 -7.58 -1.96
N -0.41 5.39 -2.24
C -3.28 -2.79 4.13
C 0.27 4.54 -1.40
H 1.15 3.61 2.87
H -6.87 -4.74 -3.17
H 2.11 0.20 4.27
H -6.34 -8.12 -1.98
H 4.46 -0.56 8.41
H -4.71 -4.38 -2.86
H -4.00 -2.35 4.94
H 6.44 1.98 6.60
H -2.82 1.41 -2.41
H 2.76 1.47 6.35
N 4.67 0.99 7.03
C 5.87 2.28 -3.24
C -2.12 -2.42 1.73
H 5.03 2.58 -6.51
C 6.09 0.96 6.79
H 2.32 1.14 -4.35
H 6.29 0.35 5.90
H 1.07 2.78 0.69
Br -5.17 -2.86 1.88
H 0.17 7.25 -1.52
H 6.26 1.26 -3.26
H -1.52 -3.21 2.38
C -4.58 -2.14 -1.54
C 0.99 0.75 -2.35
H -3.38 -3.97 3.99
H 1.09 -0.40 5.74
C 6.53 3.98 -4.93
C -0.11 1.65 -4.77
H 3.08 0.58 8.35
Cl -1.47 0.13 4.43
C -4.46 -5.39 -2.49
H 1.88 0.40 -1.63
H 6.38 4.25 -5.98
H 4.86 2.25 -2.81
H -4.47 -3.19 -0.98
H -4.67 -8.09 -2.61
H 6.63 0.54 7.64
C -0.57 0.83 -1.78
H 6.51 2.91 -2.62
C 1.22 1.17 -3.94
C -0.75 6.72 -1.78
H 1.90 -1.73 4.63
N -0.85 0.45 -0.31
F -2.06 1.58 1.61
C -0.99 -0.90 0.03
C 0.01 -0.67 3.68
H -0.70 3.30 2.94
C -2.24 -2.11 -1.81
C 1.40 -0.67 4.61
N -1.53 1.72 -4.28
C 3.83 1.49 6.06
O 4.18 1.93 4.97
H 0.56 2.06 3.77
C 0.54 1.97 1.39
H -0.55 -3.89 -0.17
C 0.07 -1.29 2.29
N 5.79 2.78 -4.59
H -4.99 -7.55 -0.95
H -7.56 -5.88 -1.98
H -1.14 2.59 -0.01
N -1.19 -1.28 1.47
H -2.47 -3.26 -1.83
C 4.17 0.49 8.30
C -6.88 -5.78 -2.83
H 1.27 1.06 1.42
Cl 1.73 -1.97 1.80
H -4.77 -2.32 -2.68
H 6.18 4.80 -4.30
H -2.52 -3.00 0.80
N -5.56 -6.22 -2.44
H 0.47 3.56 -1.85
H 7.59 3.80 -4.75
H -2.15 -1.77 -2.95
C -0.81 5.00 -3.58
O 4.37 1.09 -5.29
H -5.53 -1.63 -1.03
C 0.34 2.74 2.84
```

Its orbital gap is 0.2644 Ha. Its total charge is +1. The LUMO energy is -3.794 eV.

Atom charges from the Löwdin analysis, given in e for atoms 1 to 6: number 1, C, carries -0.034; number 2, C, carries -0.166; number 3, C, carries -0.314; number 4, C, carries 0.045; number 5, H, carries 0.039; number 6, O, carries -0.005

Entry 3:
A 2-piece molecular cluster, C6H15O4 overall. Source: the OMol25 dataset; level of theory: ωB97M-V/def2-TZVPD.

XYZ file:
```
25
Properties=species:S:1:pos:R:3
H -3.97 -2.84 -5.00
H -2.00 -3.96 -1.45
C -2.41 -7.21 -2.96
C -2.91 -3.13 -5.17
H -3.35 -2.84 -2.79
O -2.15 -7.82 -4.18
O -3.06 -6.04 -3.01
O -0.39 -2.73 -1.38
H -1.46 -7.01 -2.39
H -1.36 -6.25 -5.29
H -0.18 -7.17 -4.29
H 0.61 -1.89 -3.01
H -2.82 -4.22 -5.01
H -2.99 -7.93 -2.34
C -1.09 -7.25 -4.91
C -2.31 -2.50 -2.96
H -2.21 -1.49 -2.55
H -0.88 -7.91 -5.76
H -0.83 -4.09 -2.89
H 1.44 -3.25 -2.20
H -2.64 -2.91 -6.21
C -1.38 -3.44 -2.19
H 1.33 -1.66 -1.38
O -2.05 -2.39 -4.34
C 0.80 -2.37 -2.04
```

Its orbital gap (alpha / beta) is 0.3733 / 0.2717 Ha. As for the spin multiplicity: 2. The value obtained for the energy relative to the best compared isomer or geometry (same formula, charge and spin) is 0.00 kJ/mol. Its total charge is 0. The LUMO energy (alpha / beta) is 0.831 / -1.932 eV.

Atom charges from the natural (NBO) analysis, given in e for atoms 1 to 6: number 1, H, carries 0.166; number 2, H, carries 0.201; number 3, C, carries 0.137; number 4, C, carries -0.248; number 5, H, carries 0.174; number 6, O, carries -0.537

Entry 4:
One molecule with the formula C6H10O. Source: the OMol25 dataset; level of theory: ωB97M-V/def2-TZVPD.

XYZ file:
```
17
Properties=species:S:1:pos:R:3
C -1.49 -0.93 -1.19
H 2.03 1.33 -0.32
H 1.22 -0.51 -1.87
C -0.40 -0.15 -0.51
C 2.07 0.28 -0.03
H 3.08 -0.10 -0.22
C -1.00 1.45 1.45
C 1.04 -0.55 -0.78
H -1.40 -1.99 -0.90
H -1.25 -0.12 2.45
H 1.14 -1.61 -0.51
H -1.42 -0.89 -2.28
H -1.14 2.52 1.53
H -2.47 -0.58 -0.88
C -0.69 0.80 0.36
H 1.89 0.23 1.05
O -1.21 0.82 2.65
```

As for the SMILES: CCC(C)=C=CO. Its orbital gap is 0.3495 Ha. The value obtained for the energy relative to the best compared isomer or geometry (same formula, charge and spin) is 132.78 kJ/mol. Its total charge is 0. The LUMO energy is 0.834 eV.

Atom charges from the natural (NBO) analysis, given in e for atoms 1 to 6: number 1, C, carries -0.634; number 2, H, carries 0.212; number 3, H, carries 0.210; number 4, C, carries 0.006; number 5, C, carries -0.604; number 6, H, carries 0.210